This record from the OMol25 dataset describes a molecular structure, CHClI2 in a non-equilibrium geometry. The level of theory is ωB97M-V/def2-TZVPD.

```
5
Properties=species:S:1:pos:R:3:lowdin_charge:R:1
C -0.076 0.078 0.106 -1.82
Cl -1.703 -0.039 0.686 0.42
I 0.720 -1.858 -0.529 0.61
I 0.198 1.550 -1.408 0.68
H 0.861 0.269 1.144 0.11
```

Computed properties:
- gap between HOMO and LUMO (eV) = 8.809
- energy above the lowest of the compared OMol25 structures with the same formula, charge and spin (kJ/mol) = 102.5
- charge = 0